No. 1
{"formula": "C8H32F2N17O12S2", "method": "ωB97M-V with the def2-TZVPD basis set", "symbols": ["S", "S", "F", "F", "O", "O", "O", "O", "O", "O", "O", "O", "O", "O", "O", "O", "N", "N", "N", "N", "N", "N", "N", "N", "N", "N", "N", "N", "N", "N", "N", "N", "N", "C", "C", "C", "C", "C", "C", "C", "C", "H", "H", "H", "H", "H", "H", "H", "H", "H", "H", "H", "H", "H", "H", "H", "H", "H", "H", "H", "H", "H", "H", "H", "H", "H", "H", "H", "H", "H", "H", "H", "H"], "xyz": [[-1.611, 0.382, 0.177], [0.678, -0.507, 0.342], [1.576, -1.413, 1.241], [-2.951, -0.446, 0.145], [2.204, 4.006, 0.408], [1.344, -3.265, -3.864], [-5.375, -0.659, -4.216], [-1.552, -4.805, 2.964], [0.778, -1.266, -0.939], [-1.349, 0.632, -1.213], [4.035, 0.837, -0.619], [-0.665, 5.229, 4.037], [-2.020, 1.606, 0.898], [1.333, 0.802, 0.407], [-0.791, -0.750, -5.510], [-1.135, 0.138, 5.676], [2.277, 4.781, 2.550], [-0.534, 3.022, 3.688], [-4.195, -1.101, -2.365], [-2.395, 3.927, 3.956], [0.026, -0.499, 3.878], [-0.626, -0.716, 1.057], [-2.005, 0.254, 3.708], [4.988, 0.849, -2.519], [-0.239, -3.078, 2.373], [2.351, 2.669, 2.191], [2.893, 1.159, -2.545], [-5.492, -2.671, -3.150], [2.972, -2.231, -2.598], [-0.106, 0.956, -4.206], [3.494, -3.964, -3.619], [-0.328, -1.088, -3.485], [-2.364, -2.917, 2.160], [-5.127, -1.383, -3.226], [3.979, 1.060, -1.800], [-0.474, -0.282, -4.451], [-1.112, 4.151, 4.017], [2.382, 3.825, 1.647], [-1.052, -0.068, 4.524], [2.489, -3.151, -3.356], [-1.360, -3.656, 2.539], [2.067, 1.576, -2.141], [-3.463, -0.440, -2.579], [-2.157, -2.090, 1.618], [2.247, 5.734, 2.218], [0.420, 3.070, 3.358], [-1.890, 0.228, 2.705], [0.077, 1.542, -5.008], [-5.346, -3.235, -2.325], [5.053, 1.225, -3.454], [-6.053, -2.977, -3.933], [5.888, 0.701, -2.085], [-0.321, -2.053, -3.784], [-2.639, 2.958, 4.106], [0.662, -3.473, 2.600], [-2.709, 0.782, 4.205], [3.914, -2.273, -2.235], [-1.067, 2.192, 3.471], [2.382, -1.447, -2.358], [-2.983, 4.706, 4.218], [4.397, -3.848, -3.180], [-0.292, 1.389, -3.313], [-3.859, -1.994, -2.035], [2.863, 0.895, -3.519], [0.148, -0.941, -2.607], [2.507, 2.596, 3.186], [-0.334, -2.127, 2.047], [2.766, 4.580, 3.411], [3.455, -4.609, -4.395], [2.014, 1.937, 1.582], [-3.313, -3.261, 2.114], [-0.233, -0.784, 2.945], [0.857, -0.929, 4.260]], "forces_ev_per_angstrom": [[-3.0798, 3.8136, 0.3708], [7.4639, -0.6780, -5.1515], [0.2568, -0.0893, 0.9418], [0.5420, -0.6132, 0.5121], [0.7629, -0.0359, 2.0126], [2.0978, 0.1108, 1.1225], [-0.8085, -0.9314, 1.6686], [0.5172, 0.1582, 0.1853], [-0.4025, 2.0724, 2.8193], [0.7842, -1.0832, 0.9740], [-0.4041, 0.7251, 2.5963], [2.8173, 4.7587, 1.1399], [1.5078, -3.1540, -0.2634], [-2.1294, -2.1794, -0.2831], [-0.8896, 0.3482, -3.4990], [-0.1940, 0.4929, 4.9013], [0.8774, 2.9367, 1.5813], [3.9318, -2.7154, -0.1551], [2.3916, 0.2039, 3.3299], [-4.8475, -0.0586, 1.0067], [1.9482, -1.0491, -1.8277], [-4.9361, 2.8782, -1.0805], [-3.6141, 1.1130, -2.1940], [7.4285, -0.4978, -4.8470], [4.5846, 2.0403, -0.3899], [0.7111, -4.3346, 1.4834], [-3.7125, 1.2998, -0.9216], [-1.7937, -1.4224, -0.4482], [-0.3290, 4.3453, 2.8532], [0.9913, 4.2266, -0.0449], [2.2719, -3.8431, -1.7410], [0.0248, -4.0934, 4.8113], [-3.4222, 2.7948, -1.4100], [0.0762, 1.5449, -5.2553], [-2.8407, -1.5871, 2.6356], [0.1718, -0.5822, -1.7318], [-0.8704, -1.8605, -2.2312], [-2.1674, 2.2939, -5.3243], [2.4594, -0.5371, -0.1756], [-2.8208, -1.2133, -2.6619], [-2.3408, -5.3924, 1.5241], [0.0471, -0.3027, -0.0175], [-0.3531, 0.1274, -0.1593], [-0.4875, -0.2766, 0.1098], [0.2096, -0.1743, 0.2009], [-0.2230, -0.1730, 0.0345], [-0.5204, 0.4266, 0.4590], [-0.5306, 0.0466, 0.2912], [-0.2762, 0.0607, -0.4106], [-0.0856, -0.0655, 0.1499], [-0.0504, -0.2562, 0.5237], [-0.3455, 0.0086, 0.1746], [-0.0500, 0.0450, 0.2348], [-0.9182, 0.6549, 0.1152], [-0.5151, -0.0148, -0.0506], [-0.4153, -0.2587, -0.7775], [-0.5246, 0.3253, -0.1012], [0.4006, 0.3371, -0.1045], [0.2080, -0.0874, 0.4841], [-0.2660, -0.5495, 0.1425], [-0.3484, -0.0750, -0.3376], [0.0966, -0.1147, -0.1850], [0.8343, 0.6691, 0.6224], [0.0366, 0.2747, 0.3161], [-0.2329, 0.4308, -0.2845], [-0.2646, -0.6068, -0.3896], [0.8092, -1.0477, 0.0772], [-0.3008, 0.6689, 0.1294], [-0.2445, 0.0755, 0.3674], [0.4939, -0.5634, 0.3910], [0.5253, -0.1937, 0.1895], [0.8940, 0.2578, 0.5302], [-0.6177, 0.1447, 0.4415]], "mulliken_charge": [0.863, 0.880, -0.386, -0.297, -0.702, -0.693, -0.686, -0.781, -1.004, -0.530, -0.636, -0.645, -0.645, -0.579, -0.747, -0.686, -0.339, -0.112, -0.269, -0.314, 0.003, -0.181, -0.425, -0.443, 0.133, -0.255, -0.323, -0.428, -0.082, -0.271, -0.425, 0.263, -0.151, 0.626, 0.578, 0.469, 0.454, 0.492, 0.463, 0.709, 0.363, 0.168, 0.169, 0.238, 0.202, 0.170, 0.204, 0.200, 0.195, 0.176, 0.207, 0.255, 0.280, 0.164, 0.101, 0.134, 0.195, 0.178, 0.006, 0.211, 0.113, 0.200, 0.174, 0.217, 0.012, 0.267, 0.223, 0.198, 0.243, 0.250, 0.204, -0.049, 0.234], "molar_mass_g_mol": 660.58, "total_charge": -1, "homo_lumo_gap_ev": 8.8, "e_homo_ev": -6.674, "e_lumo_ha": 0.0796}

***

No. 2
{"formula": "C8H32HgO8", "method": "ωB97M-V with the def2-TZVPD basis set", "symbols": ["Hg", "O", "O", "O", "O", "O", "O", "O", "O", "C", "C", "C", "C", "C", "C", "C", "C", "H", "H", "H", "H", "H", "H", "H", "H", "H", "H", "H", "H", "H", "H", "H", "H", "H", "H", "H", "H", "H", "H", "H", "H", "H", "H", "H", "H", "H", "H", "H", "H"], "xyz": [[-20.367, 7.345, -16.080], [-19.562, 5.990, -17.992], [-20.073, 9.062, -17.847], [-18.173, 6.510, -15.349], [-20.892, 5.165, -15.195], [-20.745, 7.535, -13.508], [-22.384, 6.693, -17.459], [-22.020, 9.033, -15.531], [-18.937, 9.209, -15.213], [-21.048, 9.686, -18.710], [-18.760, 6.337, -19.146], [-23.454, 5.749, -17.228], [-16.948, 6.879, -16.035], [-20.334, 3.845, -15.302], [-23.391, 8.699, -15.234], [-18.819, 10.649, -15.252], [-20.073, 6.717, -12.529], [-17.968, 5.787, -14.749], [-18.112, 7.163, -18.871], [-23.298, 4.823, -17.785], [-20.282, 3.363, -14.324], [-24.020, 8.747, -16.125], [-22.024, 9.547, -18.253], [-23.792, 9.358, -14.467], [-20.024, 5.171, -18.198], [-19.387, 6.635, -19.986], [-21.965, 9.952, -15.814], [-21.040, 9.227, -19.699], [-16.172, 7.145, -15.319], [-18.130, 5.498, -19.438], [-20.851, 10.753, -18.800], [-20.721, 6.503, -11.678], [-21.098, 8.303, -13.048], [-19.089, 10.979, -16.250], [-17.170, 7.743, -16.652], [-22.300, 6.808, -18.411], [-21.649, 5.134, -14.601], [-24.416, 6.181, -17.495], [-17.795, 10.952, -15.042], [-19.485, 11.112, -14.524], [-18.482, 8.895, -14.426], [-20.922, 3.227, -15.979], [-16.593, 6.060, -16.659], [-19.820, 5.768, -12.993], [-19.200, 9.358, -18.123], [-23.406, 7.672, -14.880], [-19.316, 3.933, -15.674], [-23.463, 5.495, -16.172], [-19.162, 7.196, -12.167]], "forces_ev_per_angstrom": [[0.0068, 0.2958, 0.0883], [0.2335, 0.0534, -0.2753], [-0.1484, 0.1064, -0.1386], [0.4189, 0.2535, -0.1165], [-0.0732, -0.0121, 0.0560], [0.1854, -0.5114, 0.2004], [-0.2060, -0.2052, 0.0700], [-0.1794, -0.1440, 0.1220], [0.1906, 0.2402, -0.1031], [-0.0189, -0.0364, 0.0207], [0.0378, -0.0299, 0.0411], [0.0349, -0.1244, 0.0436], [-0.0789, -0.1885, 0.0842], [0.2182, -0.2786, 0.0732], [-0.1667, -0.0718, -0.2393], [-0.0894, -0.1035, 0.0815], [-0.0621, -0.0311, 0.1936], [-0.1435, -0.0675, 0.0579], [-0.0458, 0.0316, 0.0818], [0.0341, 0.0983, -0.0653], [-0.1139, 0.0734, -0.0352], [0.1172, 0.1042, 0.0131], [-0.0037, -0.0767, 0.0197], [0.0408, 0.0191, 0.0514], [-0.0954, -0.0111, 0.1349], [-0.0321, 0.0006, 0.0242], [0.0688, 0.0156, -0.0477], [0.0087, 0.0093, -0.0222], [-0.0412, 0.0236, 0.0385], [-0.0527, -0.0310, 0.0235], [0.0198, -0.0100, -0.0144], [-0.0253, 0.1022, -0.0576], [-0.0591, 0.1380, -0.2274], [-0.0372, -0.0254, -0.0310], [-0.0539, 0.0468, 0.0106], [0.0813, 0.1010, -0.0083], [-0.0111, 0.0622, 0.0342], [0.0061, 0.0452, -0.0387], [0.0156, -0.0241, -0.0367], [-0.0210, -0.0169, -0.0094], [-0.0536, -0.1307, 0.0274], [-0.0124, 0.0073, -0.0154], [-0.0685, -0.0069, -0.0142], [0.0211, 0.0582, -0.1304], [0.0750, -0.0718, 0.0561], [0.1005, 0.0392, 0.1340], [-0.0574, 0.1190, -0.1500], [0.0385, 0.1350, 0.0372], [-0.0029, 0.0303, -0.0425]], "mulliken_charge": [2.362, -0.314, -0.337, -0.446, -0.409, -0.252, -0.268, -0.423, -0.219, -0.872, -0.740, -0.795, -0.711, -0.877, -0.700, -0.855, -0.685, 0.213, 0.216, 0.351, 0.347, 0.262, 0.290, 0.357, 0.192, 0.309, 0.213, 0.281, 0.352, 0.321, 0.334, 0.325, 0.212, 0.244, 0.192, 0.189, 0.229, 0.310, 0.347, 0.292, 0.174, 0.316, 0.310, 0.156, 0.206, 0.201, 0.276, 0.242, 0.286], "molar_mass_g_mol": 456.93, "total_charge": 2, "homo_lumo_gap_ev": 10.3, "e_homo_ev": -16.896, "e_lumo_ha": -0.2424}

***

No. 3
{"formula": "C8H32N11O11", "method": "ωB97M-V with the def2-TZVPD basis set", "symbols": ["O", "O", "O", "O", "O", "O", "O", "O", "O", "O", "O", "N", "N", "N", "N", "N", "N", "N", "N", "N", "N", "N", "C", "C", "C", "C", "C", "C", "C", "C", "H", "H", "H", "H", "H", "H", "H", "H", "H", "H", "H", "H", "H", "H", "H", "H", "H", "H", "H", "H", "H", "H", "H", "H", "H", "H", "H", "H", "H", "H", "H", "H"], "xyz": [[-0.837, -1.407, 4.583], [2.000, -4.551, -3.490], [1.165, -0.706, -0.150], [1.627, 5.992, -1.021], [-0.160, -0.173, -1.759], [3.250, 2.922, 2.455], [-2.854, 0.385, 0.556], [0.414, 1.311, -0.287], [-0.577, 1.557, -4.044], [-2.329, -4.511, -0.059], [3.747, -4.130, 0.763], [0.503, 4.190, -1.812], [0.473, 0.140, -0.734], [-0.176, -1.810, 2.423], [-3.299, -2.598, 0.681], [-0.668, 0.315, 3.109], [-1.500, -2.481, -0.744], [-4.054, 2.112, 1.454], [0.357, -2.959, -3.304], [2.140, -2.935, -1.889], [1.879, 3.983, 0.028], [-2.062, 2.483, 0.323], [1.556, -3.552, -2.937], [-2.380, -3.283, -0.071], [2.493, 1.701, 2.458], [1.393, 4.779, -0.963], [-2.964, 1.588, 0.817], [3.139, -2.886, 1.137], [-1.897, 1.757, -3.583], [-0.576, -1.017, 3.448], [-4.728, 1.448, 1.788], [2.865, 0.939, 3.141], [-0.191, -3.243, -4.090], [-0.901, 0.912, 3.880], [3.350, -4.780, 1.349], [0.280, 3.213, -1.712], [0.222, -1.348, 1.618], [3.797, -2.058, 0.884], [2.921, -3.401, -1.453], [2.549, 1.311, 1.440], [-3.255, -1.595, 0.754], [2.336, 4.415, 0.810], [-0.089, 4.775, -2.366], [1.432, 1.918, 2.603], [2.979, -2.849, 2.219], [1.508, 3.071, 0.239], [2.160, -2.772, 0.679], [-2.109, 3.441, 0.616], [-2.496, 2.096, -4.426], [-4.321, 3.054, 1.242], [-0.924, 0.569, 2.169], [0.158, -2.059, -2.892], [-2.328, 0.840, -3.168], [3.331, 3.158, 3.385], [-1.979, 2.449, -2.738], [-0.182, -2.807, 2.493], [1.761, -2.219, -1.287], [-1.781, -1.527, -0.917], [-0.887, -2.872, -1.441], [-0.219, 0.790, -3.579], [-1.190, 2.024, 0.055], [-3.875, -3.111, 1.317]], "forces_ev_per_angstrom": [[0.2038, -0.0151, -0.3157], [-0.0461, 0.4124, 0.1707], [0.0221, 0.1634, 0.1616], [0.2096, -0.7819, -0.0713], [0.1499, 0.1683, 0.0111], [0.0087, -0.4158, 0.7087], [0.1121, 0.3357, 0.8778], [-0.0375, -0.1170, -0.0663], [0.0485, -0.0414, -0.0141], [0.0933, 0.3737, -0.1671], [-0.1065, 0.4060, 0.1988], [0.1704, -0.6520, 0.0439], [0.0315, -0.1361, -0.2297], [0.1355, 0.6163, -0.1216], [-0.0133, 0.2899, -0.3905], [0.3472, -0.0767, 0.0760], [-0.4020, 0.3634, -0.0126], [0.3402, -0.1300, 0.3368], [0.2104, 0.4954, 0.6569], [1.2528, 0.0002, 0.9088], [0.3287, -0.3252, 0.2930], [-0.4672, -0.5481, 0.5022], [-0.9125, -0.5282, -0.6955], [0.0423, -0.6847, 0.5485], [-0.2848, 0.3474, -1.2049], [-0.9503, 1.4226, 0.5840], [-0.2022, -0.3282, -1.5904], [-0.0784, -0.2645, 0.5913], [-0.1678, -0.5129, 0.3649], [-0.3840, -0.3184, 0.5167], [-0.1923, 0.1090, -0.1707], [0.0008, 0.1403, 0.1853], [0.2981, -0.3022, -0.1888], [-0.2621, 0.1048, -0.1286], [0.0876, -0.2262, -0.2388], [-0.0370, -0.0255, -0.1420], [-0.0488, -0.4263, -0.2176], [-0.0077, -0.0589, -0.2731], [-0.0154, -0.2877, -0.3806], [0.1304, -0.1455, 0.1113], [0.0203, 0.1022, 0.1131], [0.2288, 0.1826, -0.2028], [0.1655, 0.1007, -0.1594], [0.0670, -0.1904, 0.4049], [0.0821, 0.0568, 0.0202], [-0.0865, -0.0522, -0.4325], [0.0428, 0.1133, -0.1408], [0.3862, 0.0520, 0.0571], [-0.1232, 0.1171, 0.0811], [-0.2033, 0.0389, 0.1861], [-0.0033, 0.0778, 0.0299], [-0.0380, 0.0963, -0.2446], [-0.0362, -0.1098, -0.3284], [0.1349, 0.2707, -0.1457], [0.2436, 0.3892, -0.1864], [-0.0457, -0.0474, 0.1151], [-0.6358, 0.1882, -0.4860], [0.1777, -0.0120, 0.1251], [-0.1866, -0.4119, 0.0833], [0.0023, 0.2862, 0.1734], [0.1401, 0.5436, -0.2808], [0.0597, -0.1921, -0.0104]], "mulliken_charge": [-0.732, -0.712, -0.602, -0.718, -0.622, -0.529, -0.598, -0.414, -0.568, -0.737, -0.563, -0.241, 0.577, 0.002, -0.332, -0.161, -0.002, -0.469, -0.232, -0.175, -0.234, -0.128, 0.439, 0.440, -0.496, 0.447, 0.440, -0.370, -0.439, 0.430, 0.249, 0.382, 0.132, 0.223, 0.313, 0.163, -0.033, 0.258, 0.194, 0.061, 0.367, 0.173, 0.189, 0.308, 0.390, 0.258, -0.048, 0.195, 0.367, 0.190, 0.068, 0.182, 0.137, 0.301, 0.126, 0.183, 0.293, 0.009, 0.204, 0.395, -0.136, 0.205], "molar_mass_g_mol": 458.41, "total_charge": -1, "homo_lumo_gap_ev": 9.3, "e_homo_ev": -7.100, "e_lumo_ha": 0.0809}

***

Relative energy (zero: lowest compared OMol25 entry of this formula, charge and spin) / kcal per mole: 146.4, 0.0, 0.0